(1)
ORCA calculation (ωB97M-V/def2-TZVPD) on a 2-piece molecular cluster, C2H6O3 overall.

Output
HOMO energy: -10.447 eV
SMILES: O=CO.CO
E_LUMO: 0.5943 eV
E: -8313.113 eV
maximum force: 0.90 eV Å⁻¹
gap between HOMO and LUMO: 11.041 eV
energy relative to the best compared isomer or geometry (same formula, charge and spin): 134.5 kJ/mol
multiplicity: 1

Last column: natural (NBO) charge in e.
Geometry (Å):
O1 1.7755 2.4447 0.2158  -0.56
C1 0.5845 2.4408 0.2045  0.65
O2 -0.1664 1.7813 -0.7032  -0.74
H1 -0.0139 2.9797 0.9481  0.10
H2 0.0198 0.8170 -0.6645  0.52
C2 -0.2186 -1.8935 0.3298  -0.25
O3 -0.6747 -0.8524 -0.5572  -0.74
H3 0.2554 -1.3909 1.1672  0.19
H4 0.4478 -2.5715 -0.1977  0.17
H5 -1.0950 -2.4644 0.6434  0.17
H6 -0.9143 -1.2910 -1.3861  0.48

=====

(2)
ORCA calculation (ωB97M-V/def2-TZVPD) on C25H64BaO27S8 as an isolated structure in a non-equilibrium geometry.

Output
HOMO energy: -5.741 eV
E_LUMO: 0.1197 eV
E: -169621.264 eV
maximum force: 2.78 eV Å⁻¹
gap between HOMO and LUMO: 5.861 eV
energy relative to the best compared isomer or geometry (same formula, charge and spin): 182.7 kJ/mol
multiplicity: 1

Last column: Mulliken charge in e.
Geometry (Å):
Ba1 0.7658 -0.5671 0.6461  0.52
C1 2.7061 1.0513 2.7448  0.18
O1 1.4868 0.6208 3.0250  -0.56
O2 3.2623 0.6142 1.6509  -0.49
O3 3.2427 1.9817 3.4069  -0.89
O4 -1.6773 0.6560 0.9855  0.43
S1 -2.5670 1.4124 1.8244  0.64
O5 -3.3885 2.4642 1.3261  -0.86
O6 -3.5136 0.2539 2.4863  0.38
C2 -4.8838 0.5209 2.8632  -0.43
C3 -5.0413 0.1560 4.3220  -1.01
C4 -1.6441 1.9134 3.2862  -0.25
H1 -5.5808 0.1273 2.1272  0.38
H2 -4.9719 1.6130 2.8270  0.32
H3 -4.9498 -0.9206 4.4870  0.15
H4 -6.0371 0.4194 4.6794  0.41
H5 -4.2495 0.6386 4.8904  0.21
H6 -0.8437 2.5931 2.9963  -0.04
H7 -1.0792 1.0910 3.7263  -0.42
H8 -2.3459 2.3181 4.0121  0.51
O7 2.8216 0.0361 -1.0708  0.78
S2 3.7939 0.7065 -1.8657  0.89
O8 4.4207 0.0913 -3.0118  -0.84
O9 3.1712 2.1315 -2.3549  0.15
C5 3.9912 2.9087 -3.2171  -0.37
C6 3.1782 4.1112 -3.7061  -1.16
C7 5.1642 1.2306 -0.7517  -0.99
H9 4.4385 2.3684 -4.0501  0.39
H10 4.8260 3.3498 -2.6604  0.31
H11 2.5889 3.8516 -4.5906  0.27
H12 3.9115 4.8465 -4.0359  0.45
H13 2.4586 4.4871 -2.9818  0.19
H14 6.0564 1.2288 -1.3675  0.48
H15 5.1405 0.4809 0.0370  0.09
H16 4.8734 2.1914 -0.3383  0.31
O10 -1.1834 -2.5851 -0.3630  -0.59
S3 -2.1782 -3.4701 -0.8942  1.32
O11 -2.2728 -4.8023 -0.3904  -0.70
O12 -3.6117 -2.7159 -0.7262  -0.59
C8 -3.7521 -1.3118 -0.8680  1.73
C9 -4.7413 -0.9899 -1.9970  -1.16
C10 -2.1136 -3.4987 -2.6900  -0.93
H17 -2.7948 -0.8304 -1.0825  -0.67
H18 -4.1051 -0.8844 0.0717  -0.21
H19 -5.7595 -1.2484 -1.7069  0.42
H20 -4.5506 -1.6268 -2.8628  0.34
H21 -4.5904 0.0500 -2.2743  -0.09
H22 -3.1181 -3.7381 -3.0353  0.59
H23 -1.4439 -4.2724 -3.0592  0.45
H24 -1.8205 -2.5230 -3.0772  -0.08
O13 -0.2403 -3.9220 4.1551  -0.68
S4 -0.9252 -2.7241 3.7147  0.87
O14 -0.6132 -2.1604 2.4328  -0.56
O15 -2.5048 -2.9798 3.8616  -0.17
C11 -3.0415 -4.2384 3.3932  -0.28
C12 -4.3059 -3.8897 2.6118  -0.77
C13 -0.6915 -1.4178 4.9748  -0.51
H25 -3.2183 -4.9276 4.2148  0.32
H26 -2.3334 -4.6683 2.6822  0.34
H27 -4.0769 -3.3706 1.6859  -0.03
H28 -4.8843 -3.1591 3.1869  0.20
H29 -4.9157 -4.7878 2.5213  0.41
H30 -1.5634 -0.7630 4.9411  0.00
H31 0.1610 -0.8220 4.6354  -0.04
H32 -0.6193 -1.8844 5.9505  0.44
O16 1.5506 -2.5684 -1.0696  -0.68
S5 1.7829 -3.2230 -2.3284  0.66
O17 1.0812 -4.4567 -2.6071  -0.71
O18 1.5101 -2.1071 -3.4589  0.17
C14 1.0808 -2.5322 -4.7545  -0.08
C15 0.8320 -1.2942 -5.6065  -1.07
C16 3.5599 -3.4787 -2.6451  -1.03
H33 0.1144 -3.0207 -4.6257  0.12
H34 1.7105 -3.1924 -5.3515  0.31
H35 1.7556 -0.8109 -5.9315  0.36
H36 0.2228 -0.5126 -5.1526  -0.05
H37 0.2904 -1.5664 -6.5150  0.44
H38 3.6564 -3.8004 -3.6848  0.50
H39 3.8649 -4.3414 -2.0577  0.42
H40 4.1085 -2.5445 -2.5658  0.08
O19 2.2268 -2.5319 2.0927  -0.97
S6 3.1788 -3.1331 2.9946  1.08
O20 2.8737 -4.3491 3.6943  -0.66
O21 4.5708 -3.3574 2.1268  -0.49
C17 4.5884 -2.6497 0.8747  1.11
C18 5.8700 -2.9762 0.1383  -1.63
C19 3.7202 -1.8533 4.1323  -0.60
H41 4.5308 -1.5772 1.0804  -0.05
H42 3.7306 -2.9278 0.2640  -0.32
H43 5.9819 -4.0336 -0.0989  0.38
H44 6.7688 -2.7163 0.7078  0.43
H45 5.9938 -2.3214 -0.7276  0.31
H46 4.5277 -2.2453 4.7426  0.46
H47 2.8071 -1.6779 4.6979  0.21
H48 4.0206 -1.0102 3.5107  0.03
O22 -0.3778 0.1026 -1.8684  0.99
S7 -1.0989 0.9278 -2.7910  0.36
O23 -1.9474 0.3096 -3.7884  -0.74
O24 -2.0039 1.9203 -1.8803  0.58
C20 -3.1495 2.5331 -2.5292  -0.38
C21 -3.0930 3.9820 -2.1049  -1.09
C22 0.0327 2.1325 -3.5200  -0.46
H49 -4.0935 2.0819 -2.2269  0.02
H50 -3.0615 2.4134 -3.6080  0.62
H51 -3.7962 4.6688 -2.5821  0.49
H52 -2.1063 4.4145 -2.2823  0.25
H53 -3.2899 4.0833 -1.0353  0.00
H54 -0.5361 2.9975 -3.8647  0.40
H55 0.4956 1.6435 -4.3748  0.51
H56 0.7468 2.5279 -2.8044  -0.54
O25 0.6789 2.1653 -0.1319  1.05
S8 0.5344 3.5934 -0.0230  0.59
O26 0.3697 4.4931 -1.1422  -0.78
O27 -0.6690 3.8742 1.0456  0.07
C23 -1.3307 5.1178 1.0190  -0.08
C24 -1.8738 5.4110 2.4018  -1.21
C25 1.9147 4.1809 1.0092  -1.08
H57 -2.1517 5.2070 0.2993  -0.12
H58 -0.6949 5.9364 0.6581  0.54
H59 -2.3667 6.3816 2.4871  0.44
H60 -1.1538 5.4388 3.2211  0.33
H61 -2.6318 4.6526 2.6099  0.11
H62 1.7288 3.8149 2.0174  0.29
H63 1.9099 5.2676 1.0073  0.44
H64 2.7876 3.7211 0.5521  0.18

=====

(3)
ORCA calculation (ωB97M-V/def2-TZVPD) on C35H46N2O2ReSSe as an isolated structure in a non-equilibrium geometry.

Output
HOMO energy (spin up / spin down): -13.907 / -14.013 eV
charge: +2
E_LUMO (spin up / spin down): -9.1537 / -8.3202 eV
E: -122413.191 eV
maximum force: 4.04 eV Å⁻¹
gap between HOMO and LUMO (spin up / spin down): 4.753 / 5.693 eV
energy relative to the best compared isomer or geometry (same formula, charge and spin): 126.1 kJ/mol
multiplicity: 2

Last column: Mulliken charge in e.
Geometry (Å):
Re1 -1.3700 -0.0089 1.1779  1.74
C1 5.8262 0.9461 -0.6392  -2.20
C2 5.1861 2.1066 0.1204  1.86
C3 5.9651 2.3288 1.4322  -1.55
C4 5.2790 3.3781 -0.7453  -1.55
C5 3.7333 1.8696 0.4663  -0.88
C6 3.0310 0.6826 0.2088  -0.97
C7 1.7264 0.5590 0.6287  0.13
Se1 0.8001 -1.1678 0.7826  -0.09
C8 0.0485 -2.0260 -0.8166  0.11
C9 0.8284 -2.7343 -1.7067  -0.99
C10 0.2236 -3.6090 -2.6168  -0.91
C11 -1.1672 -3.7206 -2.5682  -0.20
C12 -1.9848 -3.0251 -1.6978  -0.41
C13 -1.3698 -2.1281 -0.7812  1.14
O1 -2.0559 -1.3905 0.0804  -0.50
C14 -3.4864 -3.2589 -1.6796  2.35
C15 -3.8489 -3.8886 -0.3226  -1.78
C16 -4.2154 -1.9284 -1.9258  -1.49
C17 -3.9566 -4.2310 -2.7678  -2.26
C18 0.9861 -4.4939 -3.5780  1.89
C19 2.4971 -4.2759 -3.5165  -2.17
C20 0.4965 -4.2009 -5.0084  -1.57
C21 0.6803 -5.9645 -3.2338  -1.55
C22 1.0224 1.6043 1.2988  1.43
O2 -0.2426 1.4289 1.6132  -0.63
C23 1.7470 2.7956 1.5889  -0.64
C24 3.0562 2.8705 1.1649  -0.22
C25 1.1267 3.9166 2.4010  2.37
C26 2.0664 5.1165 2.5570  -2.23
C27 0.8410 3.3717 3.8115  -1.49
C28 -0.1456 4.4232 1.7058  -1.49
H1 6.8611 1.1973 -0.8551  0.45
H2 5.3256 0.7681 -1.5889  0.42
H3 5.8274 0.0345 -0.0452  0.42
H4 7.0224 2.4492 1.2119  0.47
H5 5.8500 1.4709 2.0913  0.38
H6 5.6305 3.2192 1.9574  0.34
H7 6.3168 3.5560 -1.0121  0.47
H8 4.9130 4.2575 -0.2231  0.33
H9 4.7061 3.2572 -1.6615  0.38
H10 3.5129 -0.1418 -0.2948  0.69
H11 1.9015 -2.6299 -1.6723  0.66
H12 -1.6347 -4.4162 -3.2413  0.50
H13 -3.3554 -3.4038 0.5176  0.47
H14 -3.5331 -4.9294 -0.3101  0.42
H15 -4.9254 -3.8683 -0.1776  0.39
H16 -3.8516 -1.1237 -1.2920  0.25
H17 -5.2825 -2.0591 -1.7639  0.42
H18 -4.0709 -1.6243 -2.9601  0.39
H19 -3.5361 -5.2245 -2.6320  0.44
H20 -3.7154 -3.8649 -3.7629  0.45
H21 -5.0378 -4.3245 -2.7027  0.46
H22 2.7610 -3.2538 -3.7794  0.42
H23 2.9805 -4.9343 -4.2323  0.44
H24 2.8932 -4.5168 -2.5321  0.42
H25 0.6690 -3.1588 -5.2651  0.38
H26 -0.5612 -4.4162 -5.1277  0.33
H27 1.0445 -4.8219 -5.7110  0.48
H28 0.9504 -6.1798 -2.2024  0.37
H29 1.2599 -6.6168 -3.8811  0.47
H30 -0.3701 -6.2029 -3.3759  0.35
H31 3.6034 3.7637 1.4059  0.49
H32 2.9647 4.8533 3.1103  0.43
H33 1.5464 5.8854 3.1209  0.46
H34 2.3379 5.5382 1.5927  0.43
H35 1.7746 3.2387 4.3516  0.41
H36 0.3395 2.4091 3.7954  0.27
H37 0.2316 4.0820 4.3603  0.34
H38 0.1067 4.8792 0.7522  0.36
H39 -0.6191 5.1774 2.3283  0.42
H40 -0.8624 3.6290 1.5168  0.28
N1 -4.6950 -1.0349 1.1147  -0.13
C29 -4.5045 0.1897 1.5872  0.53
N2 -3.3111 0.7309 1.8761  -0.46
C30 -3.4968 1.9375 2.5517  -0.41
C31 -2.5228 2.6795 3.2100  -0.02
C32 -2.8684 3.8709 3.8184  -0.58
C33 -4.1796 4.3302 3.8135  -0.75
C34 -5.1838 3.5628 3.2434  -0.60
C35 -4.8297 2.3743 2.6339  1.01
S1 -5.8870 1.1783 1.9309  -0.25
H41 -3.9150 -1.6342 0.8664  -0.17
H42 -5.6314 -1.3489 0.9195  0.29
H43 -1.5227 2.2843 3.2769  0.28
H44 -2.1147 4.4407 4.3355  0.38
H45 -4.4232 5.2684 4.2846  0.44
H46 -6.2131 3.8706 3.2929  0.43

=====

Question: Among the records above, which one has the highest multiplicity?
Answer: C35H46N2O2ReSSe

=====

Question: multiplicity of number 3 (C35H46N2O2ReSSe)?
Answer: 2

=====

What did the first record say?
ORCA calculation (ωB97M-V/def2-TZVPD) on a 2-piece molecular cluster, C2H6O3 overall.

Output
HOMO energy: -10.447 eV
SMILES: O=CO.CO
E_LUMO: 0.5943 eV
E: -8313.113 eV
maximum force: 0.90 eV Å⁻¹
gap between HOMO and LUMO: 11.041 eV
energy relative to the best compared isomer or geometry (same formula, charge and spin): 134.5 kJ/mol
multiplicity: 1

Last column: natural (NBO) charge in e.
Geometry (Å):
O1 1.7755 2.4447 0.2158  -0.56
C1 0.5845 2.4408 0.2045  0.65
O2 -0.1664 1.7813 -0.7032  -0.74
H1 -0.0139 2.9797 0.9481  0.10
H2 0.0198 0.8170 -0.6645  0.52
C2 -0.2186 -1.8935 0.3298  -0.25
O3 -0.6747 -0.8524 -0.5572  -0.74
H3 0.2554 -1.3909 1.1672  0.19
H4 0.4478 -2.5715 -0.1977  0.17
H5 -1.0950 -2.4644 0.6434  0.17
H6 -0.9143 -1.2910 -1.3861  0.48

=====

Question: Look up the energy relative to the best compared isomer or geometry (same formula, charge and spin) of the third one.
Answer: 126.1 kJ/mol